Entry 1:
70
Properties=species:S:1:pos:R:3 method="wB97M-V/def2-TZVPD" orbital_gap_ev="6.9 / 6.7" e_tot_ev=-54856.2653 fmax_ha_per_bohr=0.00833 total_charge=+1 multiplicity=2
Re -1.169 -1.100 0.848
O 0.669 -1.765 0.789
C 1.247 -2.922 1.017
C 2.646 -2.978 1.119
C 3.248 -4.190 1.352
C 2.508 -5.380 1.467
C 1.147 -5.341 1.341
C 0.484 -4.110 1.116
C -0.916 -4.119 0.910
N -1.701 -3.089 0.717
C -3.117 -3.358 0.400
C -3.609 -2.195 -0.442
N -3.179 -0.999 0.280
C -4.006 -0.044 0.506
C -3.707 1.069 1.377
C -4.551 2.186 1.403
C -4.313 3.221 2.281
C -3.245 3.130 3.174
C -2.420 2.022 3.190
C -2.639 0.993 2.282
O -1.765 -0.045 2.306
H 3.211 -2.060 1.028
H 4.325 -4.230 1.450
H 3.016 -6.316 1.647
H 0.559 -6.248 1.411
H -1.392 -5.099 0.880
H -3.683 -3.408 1.334
H -3.214 -4.309 -0.125
H -4.693 -2.214 -0.558
H -3.135 -2.203 -1.426
H -4.992 -0.091 0.045
H -5.389 2.224 0.720
H -4.952 4.091 2.287
H -3.058 3.940 3.867
H -1.593 1.940 3.881
O -0.580 0.359 -0.134
Si 0.778 1.056 -0.850
C 2.286 0.795 0.216
C 2.215 0.890 1.608
C 3.335 0.700 2.399
C 4.561 0.419 1.807
C 4.657 0.334 0.427
C 3.526 0.518 -0.360
C 0.334 2.858 -0.929
C -1.000 3.261 -1.030
C -1.338 4.602 -1.115
C -0.341 5.568 -1.104
C 0.988 5.189 -1.000
C 1.319 3.845 -0.906
C 1.005 0.304 -2.535
C 1.525 1.087 -3.568
C 1.767 0.552 -4.824
C 1.483 -0.782 -5.075
C 0.958 -1.576 -4.065
C 0.728 -1.035 -2.810
H 1.267 1.111 2.089
H 3.257 0.774 3.476
H 5.439 0.274 2.422
H 5.610 0.121 -0.039
H 3.614 0.422 -1.437
H -1.786 2.515 -1.039
H -2.377 4.896 -1.191
H -0.601 6.616 -1.174
H 1.767 5.940 -0.983
H 2.362 3.566 -0.799
H 1.731 2.138 -3.396
H 2.168 1.179 -5.610
H 1.667 -1.201 -6.055
H 0.731 -2.617 -4.257
H 0.326 -1.679 -2.032

***

Entry 2:
44
Properties=species:S:1:pos:R:3 method="wB97M-V/def2-TZVPD" orbital_gap_ev=1.8 e_tot_ev=-62064.1074 fmax_ha_per_bohr=0.09795 total_charge=+1
Sn 8.290 30.488 -14.801
K 13.369 36.529 -15.097
B 13.117 31.805 -14.529
H 13.069 30.743 -14.711
H 14.154 32.099 -14.479
H 12.690 32.332 -15.369
H 12.652 32.020 -13.580
B 8.769 35.643 -14.325
H 7.753 35.318 -14.166
H 9.501 35.220 -13.654
H 9.067 35.422 -15.339
H 8.803 36.721 -14.302
C 15.715 33.593 -20.863
S 15.423 34.085 -22.581
O 14.628 32.934 -23.244
C 14.313 35.471 -22.114
H 16.180 34.412 -20.314
H 16.401 32.746 -20.883
H 14.800 33.384 -20.308
H 13.920 36.052 -22.949
H 14.810 36.173 -21.444
H 13.516 34.994 -21.544
C 16.785 25.761 -18.368
S 15.001 25.510 -19.012
O 14.127 25.105 -17.808
C 14.580 27.276 -19.441
H 16.595 26.409 -17.513
H 17.343 26.246 -19.169
H 17.256 24.803 -18.146
H 15.464 27.692 -19.926
H 14.320 27.837 -18.543
H 13.706 27.407 -20.079
O 16.517 35.957 -9.857
C 16.967 34.851 -9.472
O 18.283 34.594 -9.385
C 18.645 33.445 -8.702
C 17.324 32.693 -8.692
C 16.202 33.715 -8.736
H 18.843 33.819 -7.698
H 19.488 32.914 -9.146
H 17.384 32.307 -7.674
H 17.184 31.951 -9.479
H 15.939 34.277 -7.839
H 15.422 33.433 -9.442

***

Entry 3:
13
Properties=species:S:1:pos:R:3 method="wB97M-V/def2-TZVPD" smiles="NC(=O)CCO" orbital_gap_ev=10.8 e_tot_ev=-8809.8996 fmax_ha_per_bohr=0.00817
N -0.863 -1.249 -0.565
C -1.148 0.101 -0.549
O -2.249 0.518 -0.843
C -0.021 1.017 -0.082
C 1.215 0.314 0.471
O 0.958 -0.439 1.633
H -1.576 -1.818 -0.998
H 0.089 -1.561 -0.705
H -0.458 1.682 0.671
H 0.259 1.645 -0.937
H 1.669 -0.304 -0.325
H 1.965 1.058 0.749
H 0.161 -0.965 1.479

***

Entry 4:
12
Properties=species:S:1:pos:R:3 method="wB97M-V/def2-TZVPD" orbital_gap_ev=9.7 e_tot_ev=-8234.7044 fmax_ha_per_bohr=0.01181
C -1.776 -0.272 -0.523
N -0.973 0.868 -0.111
C 0.293 0.978 0.296
N 1.019 -0.190 0.312
C 2.384 -0.126 0.597
O 3.139 -1.065 0.512
H -2.677 -0.346 0.100
H -2.087 -0.158 -1.570
H -1.188 -1.180 -0.406
H -1.527 1.715 -0.106
H 0.719 -1.116 0.006
H 2.675 0.893 0.893

***

Entry 5:
119
Properties=species:S:1:pos:R:3 method="wB97M-V/def2-TZVPD" smiles=COC[C@H](C)N.COC[C@H](C)N.COC[C@H](C)N.COC[C@H](C)N.COC[C@H](C)N.COC[C@H](C)N.COC[C@H](C)N orbital_gap_ev=9.5 e_tot_ev=-55040.2509 fmax_ha_per_bohr=0.07323
C 9.446 0.581 -0.716
C 8.989 1.688 0.217
C 8.675 1.214 1.680
O 7.435 0.652 1.686
C 7.040 0.249 2.986
N 9.948 2.778 0.166
H 10.431 0.249 -0.388
H 9.596 0.989 -1.716
H 8.776 -0.276 -0.656
H 8.112 2.220 -0.154
H 8.603 2.136 2.258
H 9.495 0.580 2.017
H 5.981 0.046 3.141
H 7.342 0.870 3.829
H 7.421 -0.765 3.105
H 9.536 3.526 0.706
H 10.187 3.188 -0.726
C 1.853 -4.495 5.740
C 0.428 -4.879 5.802
C -0.616 -4.006 5.037
O -0.509 -2.657 5.342
C -0.935 -1.752 4.345
N 0.192 -6.161 5.300
H 2.008 -3.421 5.847
H 2.336 -4.649 4.775
H 2.395 -5.091 6.475
H 0.217 -4.791 6.868
H -1.642 -4.371 5.053
H -0.507 -3.994 3.952
H -1.920 -1.899 3.902
H -0.233 -1.921 3.528
H -0.771 -0.722 4.661
H 0.941 -6.658 5.761
H 0.391 -6.199 4.311
C -1.016 4.214 -2.443
C -2.025 3.164 -2.967
C -2.363 3.309 -4.469
O -3.401 2.347 -4.889
C -4.050 2.464 -6.095
N -1.364 1.883 -2.773
H -0.153 4.148 -3.105
H -0.660 4.100 -1.419
H -1.477 5.199 -2.509
H -2.941 3.204 -2.377
H -1.496 3.292 -5.130
H -2.591 4.371 -4.557
H -4.582 3.399 -6.272
H -4.759 1.641 -5.995
H -3.416 2.232 -6.950
H -0.858 1.629 -3.609
H -2.178 1.289 -2.711
C -6.348 -1.921 -5.266
C -4.947 -2.417 -5.730
C -3.852 -1.707 -4.966
O -3.588 -2.395 -3.784
C -2.858 -1.585 -2.891
N -4.853 -3.873 -5.685
H -6.437 -0.835 -5.268
H -6.483 -2.124 -4.204
H -7.198 -2.381 -5.770
H -4.772 -2.149 -6.772
H -4.041 -0.645 -4.811
H -2.905 -1.774 -5.501
H -1.979 -1.366 -3.497
H -2.495 -2.161 -2.039
H -3.424 -0.732 -2.519
H -4.765 -4.144 -4.716
H -3.927 -4.127 -6.000
C 3.121 0.111 2.453
C 1.916 -0.271 1.714
C 0.715 0.743 1.675
O -0.519 0.026 1.288
C -1.093 0.592 0.157
N 2.245 -0.490 0.332
H 3.003 0.399 3.498
H 3.579 1.014 2.050
H 3.735 -0.783 2.565
H 1.585 -1.210 2.157
H 0.976 1.614 1.074
H 0.583 1.215 2.649
H -0.465 0.474 -0.725
H -1.339 1.614 0.447
H -1.928 -0.076 -0.057
H 1.381 -0.822 -0.072
H 2.445 0.368 -0.163
C 2.027 -3.830 -0.919
C 0.631 -4.384 -0.636
C -0.121 -3.529 0.411
O -1.493 -3.859 0.398
C -2.374 -3.036 1.165
N -0.108 -4.227 -1.889
H 2.784 -4.070 -0.173
H 1.940 -2.760 -1.109
H 2.402 -4.268 -1.844
H 0.591 -5.413 -0.279
H 0.055 -2.515 0.050
H 0.355 -3.498 1.391
H -3.416 -3.350 1.105
H -2.305 -1.977 0.919
H -2.208 -3.146 2.237
H -1.014 -4.473 -1.517
H -0.290 -3.240 -1.995
C -1.620 6.147 2.222
C -2.552 6.044 1.076
C -3.787 5.121 1.346
O -3.369 3.734 1.235
C -4.445 2.865 1.464
N -3.024 7.325 0.765
H -1.144 5.174 2.349
H -2.085 6.386 3.178
H -0.795 6.798 1.932
H -2.065 5.733 0.152
H -4.511 5.320 0.556
H -4.283 5.275 2.305
H -4.786 2.909 2.498
H -4.158 1.829 1.282
H -5.274 3.050 0.780
H -2.254 7.949 0.573
H -3.680 7.588 1.486

***

Entry 6:
15
Properties=species:S:1:pos:R:3 method="wB97M-V/def2-TZVPD" orbital_gap_ev="8.4 / 8.3" e_tot_ev=-8290.1518 fmax_ha_per_bohr=0.02266
C 0.300 -1.589 0.083
C -0.124 -0.123 0.057
C -0.014 0.507 1.459
N 0.754 0.608 -0.897
C -1.576 -0.042 -0.380
C 0.157 1.380 -1.822
N -0.360 2.080 -2.594
H -0.373 -2.142 0.745
H 1.328 -1.708 0.445
H 0.201 -2.018 -0.919
H 0.969 0.281 1.890
H -0.127 1.594 1.408
H -0.776 0.098 2.133
H 1.518 0.051 -1.266
H -1.877 1.023 -0.341